Molecular formula: C5H8O3
Method: DFT, the ωB97M-V functional and the def2-TZVPD basis

The value obtained for the HOMO energy (alpha / beta) is -0.2765 / -0.2766 hartree. Its total energy is -11449.87229 eV. The calculation puts the LUMO energy (alpha / beta) at -0.01235 / -0.01232 Ha. The value obtained for the frontier orbital gap (alpha / beta) is 7.188 / 7.190 eV. The total charge is 0. For the energy above the lowest of the compared OMol25 structures with the same formula, charge and spin, the calculation gives 7.647 eV. The maximum force is 4.04 eV Å⁻¹. Its structure (SMILES) is C=C(O)O.C#COC.

```
16
Properties=species:S:1:pos:R:3:forces:R:3:lowdin_charge:R:1
C -1.4061 0.3881 -0.7910 -1.1 -1.6 1.3 0.02
C -1.8870 -0.0606 0.4831 -0.2 0.9 -2.8 -0.47
O -2.1780 0.8016 1.4295 0.5 0.4 1.4 0.12
O -2.1648 -1.3164 0.7448 0.6 -1.2 -0.8 0.14
H -1.9809 1.2236 -1.1802 0.9 0.9 0.7 0.09
H -1.5513 -0.3823 -1.5434 0.8 -0.4 0.2 0.08
H -1.3528 1.2711 1.6725 -0.5 0.3 -0.3 0.15
H -2.9475 -1.5826 1.2436 0.2 0.8 0.4 0.15
C 1.3257 1.9703 -0.1729 -2.2 -2.3 -0.4 0.02
C 0.7329 0.8593 -0.2979 3.3 -0.8 2.1 -0.22
O 1.1171 -0.5143 0.2010 -1.9 1.8 -1.2 -0.20
C 2.2612 -1.0921 -0.4017 0.6 0.3 -0.9 -0.13
H 2.2124 2.2516 0.3666 0.0 0.5 -0.3 0.02
H 3.2127 -0.6231 -0.1308 -0.2 0.4 0.3 0.08
H 2.3618 -2.1428 -0.1242 -0.5 0.1 0.3 0.08
H 2.2448 -1.0515 -1.4989 -0.3 0.0 0.1 0.09
```
Forces are in eV/Å.

***

Molecular formula: C5H8O3
Method: DFT, the ωB97M-V functional and the def2-TZVPD basis

The value obtained for the HOMO energy is -0.3551 hartree. Its total energy is -11451.97251 eV. The calculation puts the LUMO energy at 0.03649 Ha. The value obtained for the frontier orbital gap is 10.655 eV. The total charge is 0. For the energy above the lowest of the compared OMol25 structures with the same formula, charge and spin, the calculation gives 5.547 eV. The maximum force is 5.66 eV Å⁻¹. Its structure (SMILES) is C1OCO[C@H]2C[C@@H]2O1.

```
16
Properties=species:S:1:pos:R:3:forces:R:3:lowdin_charge:R:1
C -0.8851 1.3543 0.2141 -2.8 0.8 -0.3 -0.15
O -1.7328 0.3050 -0.5807 3.5 1.6 1.5 -0.13
C -1.5363 -0.9787 0.0484 -0.6 -1.6 -5.4 -0.15
O -0.1859 -1.6886 -0.1646 -0.6 2.5 2.3 -0.06
C 0.7379 -0.6540 0.2421 -1.8 -2.2 0.4 -0.34
C 2.1260 -0.2401 -0.0537 1.3 -2.7 -2.5 0.03
C 0.9214 0.3794 -0.7074 0.6 1.0 -0.5 -0.29
O 0.4395 1.5831 -0.1798 -1.1 0.9 -1.7 -0.05
H -0.8207 0.9120 1.2173 -0.7 0.6 0.0 0.10
H -1.5165 2.3510 0.1855 1.5 -2.1 0.0 0.17
H -1.9832 -1.6501 -0.8019 -0.6 1.0 2.6 0.17
H -2.0522 -0.7518 0.9888 1.0 -1.6 0.6 0.14
H 0.4994 -0.1864 1.1870 -0.1 -0.9 0.4 0.14
H 2.4995 0.0404 0.8891 1.0 1.1 0.4 0.10
H 2.8202 -0.8595 -0.7199 -1.1 1.1 1.1 0.14
H 0.6687 0.0841 -1.7642 0.6 0.7 1.2 0.19
```
Forces are in eV/Å.

***

Molecular formula: C5H8O3
Method: DFT, the ωB97M-V functional and the def2-TZVPD basis

The value obtained for the HOMO energy is -0.3226 hartree. Its total energy is -11452.05422 eV. The calculation puts the LUMO energy at 0.02920 Ha. The value obtained for the frontier orbital gap is 9.573 eV. The total charge is 0. For the energy above the lowest of the compared OMol25 structures with the same formula, charge and spin, the calculation gives 5.465 eV. The maximum force is 2.90 eV Å⁻¹. Its structure (SMILES) is OC1[C@H]2OCCO[C@H]12.

```
16
Properties=species:S:1:pos:R:3:forces:R:3:lowdin_charge:R:1
O -2.9373 -0.2110 -0.3569 -0.6 -0.6 -0.4 0.05
C -1.7930 -0.0650 0.3711 -0.7 -0.2 0.9 -0.26
C -0.6587 0.6207 -0.1674 -0.2 -1.5 -0.5 -0.27
O 0.3000 1.4856 0.1922 -0.4 2.0 2.1 -0.02
C 1.4543 0.8014 -0.1786 1.5 -0.5 -1.1 -0.16
C 1.6346 -0.7547 -0.0616 -0.5 0.9 0.1 -0.17
O 0.4645 -1.4725 -0.3769 -0.7 -0.5 -0.8 -0.08
C -0.4349 -0.7475 0.4429 -0.2 -1.6 -2.2 -0.17
H -3.1808 0.6241 -0.7712 0.1 0.0 0.1 0.11
H -1.8868 -0.0285 1.4032 -1.3 0.6 2.0 0.13
H -0.9223 0.5659 -1.2605 1.3 -0.2 0.4 0.20
H 1.4918 1.0560 -1.2078 0.8 -0.2 -1.5 0.12
H 2.2960 1.2526 0.2829 0.8 0.5 0.6 0.12
H 2.4410 -1.0298 -0.7249 0.2 -0.1 -0.3 0.13
H 1.8727 -1.0617 0.9428 0.6 0.2 0.7 0.11
H -0.1411 -1.0356 1.4707 -0.6 1.2 -0.3 0.17
```
Forces are in eV/Å.

***

Molecular formula: C5H8O3
Method: DFT, the ωB97M-V functional and the def2-TZVPD basis

The value obtained for the HOMO energy is -0.3661 hartree. Its total energy is -11453.47469 eV. The calculation puts the LUMO energy at 0.02591 Ha. The value obtained for the frontier orbital gap is 10.668 eV. The total charge is 0. For the energy above the lowest of the compared OMol25 structures with the same formula, charge and spin, the calculation gives 4.044 eV. The maximum force is 1.33 eV Å⁻¹.

```
16
Properties=species:S:1:pos:R:3:forces:R:3:lowdin_charge:R:1
C -1.4105 -1.4959 0.9047 -0.7 0.3 -0.2 -0.37
C 0.3339 0.4572 -0.3535 -0.4 0.3 0.0 -0.45
C 0.3283 1.9814 -0.4986 0.0 -0.1 0.0 -0.04
O -0.3646 0.0847 0.8266 -0.5 0.3 0.2 -0.14
O -1.2266 -2.2398 -0.1849 0.0 0.2 0.2 0.11
O -2.4329 -0.7135 0.9997 0.3 -0.7 0.0 -0.04
C 1.6975 -0.0772 -0.3138 0.3 -0.2 0.2 -0.08
C 2.8110 -0.5188 -0.2466 -0.3 0.0 0.0 0.13
H -1.8340 -1.9209 -0.8722 0.0 0.0 0.1 0.14
H -1.5800 0.2331 0.9499 1.3 -0.2 -0.4 0.16
H -0.8998 -1.9193 1.7677 0.0 0.1 -0.1 0.16
H -0.1703 0.0236 -1.2307 0.0 0.0 0.0 0.14
H 0.8236 2.4371 0.3583 0.0 0.0 0.0 0.09
H -0.7009 2.3391 -0.5470 0.0 0.0 0.0 0.08
H 0.8499 2.2802 -1.4084 0.0 0.0 0.0 0.08
H 3.7754 -0.9510 -0.1513 0.1 0.0 -0.1 0.02
```
Forces are in eV/Å.

***

Molecular formula: C5H8O3
Method: DFT, the ωB97M-V functional and the def2-TZVPD basis

The value obtained for the HOMO energy is -0.2728 hartree. Its total energy is -11453.10760 eV. The calculation puts the LUMO energy at -0.00777 Ha. The value obtained for the frontier orbital gap is 7.213 eV. The total charge is 0. For the energy above the lowest of the compared OMol25 structures with the same formula, charge and spin, the calculation gives 4.412 eV. The maximum force is 4.73 eV Å⁻¹.

```
16
Properties=species:S:1:pos:R:3:forces:R:3:lowdin_charge:R:1
C -0.7403 -0.3940 0.9686 -0.3 0.2 0.0 -0.08
C -0.9981 0.8064 1.5828 -1.8 -3.4 2.4 -0.39
C 0.5712 0.9805 -0.6507 1.2 2.3 2.6 -0.01
C 0.3714 -0.3925 -0.0408 0.1 -1.2 0.7 -0.50
C -0.0529 -1.5168 -1.0570 -0.7 3.7 0.6 0.02
O -0.5921 1.8714 1.1625 1.8 3.2 -1.8 -0.05
O -0.0632 1.4249 -1.6930 0.6 1.9 -1.3 0.09
O 1.6181 -0.7182 0.6355 0.4 -0.8 -4.6 0.01
H -1.2210 -1.3592 1.1279 0.1 0.5 0.4 0.09
H -1.5590 0.7782 2.6065 0.5 0.1 -1.6 0.14
H 1.4295 1.6530 -0.1531 -1.9 -1.7 -1.4 0.20
H -0.6080 -0.8622 -1.7387 -0.6 -0.9 -0.3 0.09
H -0.6702 -2.2356 -0.5762 -0.3 -0.5 0.2 0.07
H 0.7224 -1.9127 -1.5969 2.1 -1.1 -1.1 0.05
H 0.1899 2.3778 -2.0927 -0.5 -3.1 1.9 0.23
H 1.6023 -0.5011 1.5152 -0.7 0.9 3.4 0.04
```
Forces are in eV/Å.

***

Molecular formula: C5H8O3
Method: DFT, the ωB97M-V functional and the def2-TZVPD basis

The value obtained for the HOMO energy is -0.3060 hartree. Its total energy is -11454.61904 eV. The calculation puts the LUMO energy at 0.03167 Ha. The value obtained for the frontier orbital gap is 9.189 eV. The total charge is 0. For the energy above the lowest of the compared OMol25 structures with the same formula, charge and spin, the calculation gives 2.900 eV. The maximum force is 3.14 eV Å⁻¹. Its structure (SMILES) is CC1(CO)OC=CO1.

```
16
Properties=species:S:1:pos:R:3:forces:R:3:lowdin_charge:R:1
C -1.0778 0.7723 0.2564 -2.1 0.7 -1.1 0.00
C 0.0622 -0.1853 0.1193 -0.6 0.5 -0.3 -0.52
C 0.5304 -0.6725 1.4674 2.2 -0.1 2.2 -0.15
O 0.5227 0.3529 2.4681 0.8 2.2 -1.3 -0.09
O 1.0298 0.4920 -0.7138 0.0 0.3 1.4 -0.02
C 0.6082 0.2109 -2.0006 -0.2 0.2 -0.2 -0.10
C -0.0865 -0.9205 -1.9318 0.0 0.1 0.0 -0.11
O -0.4085 -1.2973 -0.6506 1.3 -0.1 -0.3 0.01
H -1.4745 1.1078 -0.7764 0.3 -1.2 1.5 0.13
H -0.7950 1.7123 0.6456 0.8 0.9 0.8 0.07
H -1.8677 0.4072 0.9395 0.2 0.0 -0.7 0.11
H 1.6097 -1.0476 1.5774 -1.6 -0.2 -1.2 0.16
H -0.1539 -1.3609 1.9658 0.0 -0.6 -1.0 0.14
H 1.0225 1.1030 2.0311 -0.8 -1.0 1.2 0.12
H 0.6929 1.0087 -2.7676 0.5 -1.2 0.5 0.14
H -0.2146 -1.6829 -2.6296 -0.9 -0.6 -1.4 0.11
```
Forces are in eV/Å.

***

Molecular formula: C5H8O3
Method: DFT, the ωB97M-V functional and the def2-TZVPD basis

The value obtained for the HOMO energy is -0.3634 hartree. Its total energy is -11455.76612 eV. The calculation puts the LUMO energy at 0.02782 Ha. The value obtained for the frontier orbital gap is 10.646 eV. The total charge is 0. For the energy above the lowest of the compared OMol25 structures with the same formula, charge and spin, the calculation gives 1.753 eV. The maximum force is 5.06 eV Å⁻¹. Its structure (SMILES) is C=C[C@@H](O)OC(C)=O.

```
16
Properties=species:S:1:pos:R:3:forces:R:3:lowdin_charge:R:1
C 2.9267 -0.0935 -0.0723 0.1 -0.2 -0.3 0.03
C 1.7326 -0.2440 -0.6126 0.1 -1.9 1.0 -0.10
C 0.4865 -0.6708 0.2122 4.2 2.2 -1.8 -0.38
O 0.7862 -0.7542 1.5407 -0.4 -0.2 0.2 0.03
O -0.2464 0.5692 -0.1488 -2.5 -3.4 1.8 0.03
C -1.5074 0.1829 0.2694 -1.6 3.7 0.1 -0.50
C -2.5251 0.9013 -0.5818 -0.3 -0.6 -0.2 0.02
O -1.8212 -0.3514 1.3110 0.9 -0.6 -0.9 0.11
H 3.8008 0.0419 -0.6875 0.1 0.4 -0.1 0.06
H 3.0799 -0.1792 0.9898 0.0 -0.1 0.2 0.06
H 1.5468 -0.2058 -1.6752 0.1 0.1 -0.1 0.10
H 0.1050 -1.5931 -0.2551 -0.7 0.5 0.4 0.17
H -0.0519 -0.8742 2.0238 0.2 0.0 -0.2 0.10
H -3.4927 0.4161 -0.4857 -0.1 0.0 0.0 0.09
H -2.2042 0.9339 -1.6190 -0.1 0.1 0.0 0.08
H -2.6156 1.9208 -0.2089 0.1 0.0 0.1 0.10
```
Forces are in eV/Å.

***

Molecular formula: C5H8O3P
Method: DFT, the ωB97M-V functional and the def2-TZVPD basis

The value obtained for the HOMO energy (alpha / beta) is -0.1243 / -0.1280 hartree. Its total energy is -20744.45261 eV. The calculation puts the LUMO energy (alpha / beta) at 0.13267 / 0.12964 Ha. The value obtained for the frontier orbital gap (alpha / beta) is 6.992 / 7.011 eV. The total charge is -1. For the energy above the lowest of the compared OMol25 structures with the same formula, charge and spin, the calculation gives 4.737 eV. The maximum force is 5.25 eV Å⁻¹.

```
17
Properties=species:S:1:pos:R:3:forces:R:3:lowdin_charge:R:1
C -1.5383 -1.1911 -0.1881 1.7 -0.5 0.5 -0.70
C 1.7517 0.7234 -0.9336 -0.9 -0.3 -5.2 -0.08
C -0.0723 -0.0023 2.1215 -0.7 -2.9 -1.1 0.06
C 0.7822 -0.4931 -1.1567 -0.4 3.1 2.4 -0.24
C -0.4922 -0.1905 -0.4702 -1.4 0.6 1.0 -0.30
O -2.6376 -0.4602 -0.0315 -0.4 -0.4 0.4 -0.22
O -1.3425 -2.3932 -0.0105 -1.1 0.6 -0.4 0.01
O -1.8433 2.0391 0.8093 0.2 0.5 1.3 -0.54
P -1.8405 1.1515 -0.3706 0.1 -0.8 -2.4 0.69
H 2.7831 0.4597 -0.9368 0.9 -0.3 0.1 0.04
H 1.5426 1.3805 -0.1697 -0.8 0.8 2.2 0.02
H 1.5913 1.4211 -1.8519 0.5 -1.0 1.2 0.10
H 0.6191 -0.7857 1.7160 -0.5 0.8 0.8 0.01
H 0.0867 0.9944 1.8015 -0.1 0.9 0.3 -0.05
H -1.0833 -0.4267 2.4356 1.5 1.1 -0.4 0.04
H 1.1418 -1.3212 -0.6756 1.3 -2.3 1.6 0.07
H 0.5515 -0.9057 -2.0888 0.1 0.2 -2.3 0.09
```
Forces are in eV/Å.

***

Molecular formula: C5H8O3S
Method: DFT, the ωB97M-V functional and the def2-TZVPD basis

The value obtained for the HOMO energy is -0.3419 hartree. Its total energy is -22289.66471 eV. The calculation puts the LUMO energy at 0.02745 Ha. The value obtained for the frontier orbital gap is 10.050 eV. The total charge is 0. For the energy above the lowest of the compared OMol25 structures with the same formula, charge and spin, the calculation gives 2.791 eV. The maximum force is 4.45 eV Å⁻¹.

```
17
Properties=species:S:1:pos:R:3:forces:R:3:lowdin_charge:R:1
C -0.3867 -1.3657 -0.2693 -0.2 0.5 0.9 -0.08
C -1.3657 0.8114 -0.1701 -0.3 0.2 1.1 -0.27
C 0.4275 0.2673 1.5418 -2.8 1.5 -0.8 -0.11
C -0.8450 -0.2819 0.8212 2.0 0.1 -3.9 -0.18
C 1.1929 0.2753 -0.6407 -1.6 1.7 -0.6 -0.75
O 0.8273 -0.9872 -0.9697 0.2 1.2 0.7 -0.07
O -0.2858 1.2852 -0.9166 2.8 -1.4 0.0 -0.14
O 1.4876 0.5595 0.6585 0.4 -0.7 -1.4 -0.08
S 2.5181 0.9160 -1.6744 -0.6 0.1 0.6 0.91
H -0.0764 -2.2495 0.2675 -0.6 -0.8 -0.3 0.12
H -1.1363 -1.4258 -1.0914 0.3 -0.7 1.0 0.14
H -2.1532 0.4365 -0.8356 0.0 -0.5 0.1 0.11
H -1.8461 1.6648 0.3267 0.2 0.1 0.4 0.11
H 0.0218 1.3060 1.7917 1.0 -1.4 1.2 0.16
H 0.7895 -0.4635 2.2469 0.0 0.4 0.9 0.13
H -1.5201 -0.7246 1.5055 -0.8 -0.2 0.6 0.13
H 2.3505 -0.0239 -2.5921 -0.1 -0.2 -0.3 -0.12
```
Forces are in eV/Å.

***

Molecular formula: C5H8O4
Method: DFT, the ωB97M-V functional and the def2-TZVPD basis

The value obtained for the HOMO energy is -0.0446 hartree. Its total energy is -13504.65782 eV. The calculation puts the LUMO energy at 0.23381 Ha. The value obtained for the frontier orbital gap is 7.575 eV. The total charge is -2. For the energy above the lowest of the compared OMol25 structures with the same formula, charge and spin, the calculation gives 1.056 eV. The maximum force is 4.06 eV Å⁻¹.

```
17
Properties=species:S:1:pos:R:3:forces:R:3:lowdin_charge:R:1
C 1.8038 -0.8094 -1.3019 -0.1 0.3 1.9 -0.08
C 2.1705 -2.1528 -1.8746 0.3 3.4 0.8 -0.85
O 3.0740 -1.8773 -2.6805 1.7 -2.7 -2.4 -0.13
O 1.6103 -3.1160 -1.3575 0.1 -2.2 -0.7 -0.08
H 1.2259 -1.0838 -0.4560 -0.6 0.6 1.4 0.04
H 1.1580 -0.2388 -1.9139 -0.5 0.8 -1.0 0.04
H 2.7289 -0.2547 -1.0344 -0.8 -0.2 -0.2 0.07
C -1.1058 1.0275 0.8276 0.7 4.0 -0.5 -0.17
C -1.5271 1.6630 -0.5269 -1.0 1.5 2.0 -0.11
C -1.8191 1.5187 2.0922 -0.8 -0.5 -0.3 -0.83
O -2.2577 2.6676 2.1345 -0.4 2.2 -0.7 -0.09
O -1.9234 0.7082 3.0174 0.3 -1.6 1.1 -0.10
H -1.2123 0.0272 0.7256 0.2 -3.2 0.1 0.05
H -0.0854 1.3631 1.0862 0.1 -0.8 -0.5 0.11
H -1.1806 2.6796 -0.6888 0.2 0.4 0.6 0.05
H -2.6196 1.7690 -0.5434 0.1 -0.3 -0.2 0.06
H -1.1742 1.1961 -1.3850 0.5 -1.6 -1.4 0.02
```
Forces are in eV/Å.

***

Among the records above, which one has the highest total energy?
number 1

***

Number 4 is which compound?
C5H8O3

***

What did the fourth record say?
Molecular formula: C5H8O3
Method: DFT, the ωB97M-V functional and the def2-TZVPD basis

The value obtained for the HOMO energy is -0.3661 hartree. Its total energy is -11453.47469 eV. The calculation puts the LUMO energy at 0.02591 Ha. The value obtained for the frontier orbital gap is 10.668 eV. The total charge is 0. For the energy above the lowest of the compared OMol25 structures with the same formula, charge and spin, the calculation gives 4.044 eV. The maximum force is 1.33 eV Å⁻¹.

```
16
Properties=species:S:1:pos:R:3:forces:R:3:lowdin_charge:R:1
C -1.4105 -1.4959 0.9047 -0.7 0.3 -0.2 -0.37
C 0.3339 0.4572 -0.3535 -0.4 0.3 0.0 -0.45
C 0.3283 1.9814 -0.4986 0.0 -0.1 0.0 -0.04
O -0.3646 0.0847 0.8266 -0.5 0.3 0.2 -0.14
O -1.2266 -2.2398 -0.1849 0.0 0.2 0.2 0.11
O -2.4329 -0.7135 0.9997 0.3 -0.7 0.0 -0.04
C 1.6975 -0.0772 -0.3138 0.3 -0.2 0.2 -0.08
C 2.8110 -0.5188 -0.2466 -0.3 0.0 0.0 0.13
H -1.8340 -1.9209 -0.8722 0.0 0.0 0.1 0.14
H -1.5800 0.2331 0.9499 1.3 -0.2 -0.4 0.16
H -0.8998 -1.9193 1.7677 0.0 0.1 -0.1 0.16
H -0.1703 0.0236 -1.2307 0.0 0.0 0.0 0.14
H 0.8236 2.4371 0.3583 0.0 0.0 0.0 0.09
H -0.7009 2.3391 -0.5470 0.0 0.0 0.0 0.08
H 0.8499 2.2802 -1.4084 0.0 0.0 0.0 0.08
H 3.7754 -0.9510 -0.1513 0.1 0.0 -0.1 0.02
```
Forces are in eV/Å.

***

Which of these has the highest total energy?
number 1